# 1
A 14-piece molecular cluster, C56H112O42 overall in a non-equilibrium geometry. Source: the Open Molecules 2025 dataset; level of theory: the ωB97M-V functional and the def2-TZVPD basis.

CARTESIAN COORDINATES (ANGSTROEM)
C 6.268 -29.412 -0.860
C 5.916 -28.173 -1.610
O 4.735 -27.605 -1.031
C 3.496 -28.002 -1.503
O 3.275 -28.510 -2.593
O 2.522 -27.651 -0.630
C 1.102 -27.794 -0.772
H 7.150 -29.904 -1.271
H 5.502 -30.188 -0.873
H 6.605 -29.283 0.168
H 5.738 -28.335 -2.673
H 6.719 -27.443 -1.517
H 0.548 -27.230 -0.021
H 0.918 -28.868 -0.811
H 0.766 -27.425 -1.741
C -2.868 -18.566 -0.948
C -4.114 -18.982 -1.677
O -4.815 -20.014 -1.014
C -5.703 -20.720 -1.754
O -5.861 -20.673 -2.926
O -6.494 -21.446 -0.870
C -7.544 -22.256 -1.325
H -2.318 -17.891 -1.604
H -2.217 -19.432 -0.827
H -2.971 -17.995 -0.025
H -3.612 -19.502 -2.493
H -4.666 -18.144 -2.101
H -8.026 -23.017 -0.711
H -7.263 -22.797 -2.229
H -8.245 -21.483 -1.641
C -3.181 -26.361 -1.958
C -4.630 -25.861 -2.019
O -5.389 -26.898 -2.680
C -5.591 -26.872 -4.033
O -5.102 -26.072 -4.816
O -6.477 -27.802 -4.354
C -6.990 -27.871 -5.691
H -2.689 -26.345 -2.931
H -3.153 -27.389 -1.597
H -2.597 -25.752 -1.269
H -4.774 -24.894 -2.501
H -5.058 -25.778 -1.020
H -7.978 -28.326 -5.612
H -6.470 -28.430 -6.470
H -7.281 -26.897 -6.084
C -3.836 -25.716 3.708
C -2.658 -26.660 3.938
O -2.812 -27.891 3.248
C -2.119 -28.087 2.092
O -1.323 -27.338 1.481
O -2.439 -29.343 1.693
C -1.895 -29.874 0.469
H -4.819 -26.137 3.919
H -3.921 -25.464 2.651
H -3.737 -24.860 4.375
H -2.397 -26.889 4.971
H -1.819 -26.046 3.608
H -0.899 -30.256 0.692
H -1.665 -29.111 -0.275
H -2.595 -30.568 0.005
C 8.440 -21.911 3.719
C 6.932 -21.917 3.203
O 6.455 -23.282 3.084
C 5.125 -23.706 3.154
O 4.178 -22.959 3.388
O 5.013 -25.044 2.935
C 3.780 -25.690 2.739
H 9.017 -22.449 2.967
H 8.565 -22.376 4.697
H 8.835 -20.914 3.913
H 6.805 -21.290 2.320
H 6.348 -21.439 3.989
H 3.990 -26.737 2.524
H 3.177 -25.220 1.962
H 3.266 -25.699 3.700
C 0.831 -25.430 -4.485
C 0.926 -24.635 -5.727
O -0.342 -24.059 -5.938
C -0.520 -22.888 -6.636
O 0.421 -22.275 -7.207
O -1.821 -22.527 -6.618
C -2.296 -21.472 -7.448
H 0.368 -24.854 -3.684
H 1.780 -25.767 -4.069
H 0.110 -26.244 -4.557
H 1.144 -25.074 -6.701
H 1.633 -23.848 -5.466
H -1.705 -20.561 -7.548
H -3.341 -21.198 -7.305
H -2.329 -21.745 -8.503
C 0.944 -19.283 -4.106
C -0.126 -20.134 -4.845
O -1.342 -19.563 -4.434
C -1.942 -18.614 -5.274
O -1.561 -18.302 -6.419
O -3.058 -18.200 -4.654
C -3.735 -17.074 -5.227
H 0.596 -19.082 -3.093
H 1.188 -18.325 -4.565
H 1.871 -19.827 -3.923
H -0.098 -21.164 -4.490
H 0.077 -20.154 -5.915
H -4.550 -16.698 -4.608
H -4.210 -17.254 -6.192
H -3.124 -16.223 -5.531
C 1.594 -24.779 5.787
C 0.719 -23.704 6.453
O -0.622 -24.149 6.255
C -1.671 -23.510 6.846
O -1.547 -22.469 7.504
O -2.777 -24.244 6.675
C -4.004 -23.900 7.240
H 1.386 -25.801 6.103
H 2.595 -24.574 6.167
H 1.753 -24.702 4.712
H 0.794 -22.666 6.128
H 1.007 -23.559 7.494
H -4.391 -23.063 6.659
H -3.785 -23.551 8.250
H -4.678 -24.755 7.279
C 2.958 -32.796 1.404
C 4.041 -31.694 1.760
O 3.423 -30.377 1.895
C 2.707 -30.079 2.962
O 2.747 -30.703 4.012
O 2.202 -28.903 2.776
C 1.407 -28.335 3.848
H 2.078 -32.485 0.839
H 2.572 -33.166 2.353
H 3.361 -33.594 0.780
H 4.849 -31.704 1.028
H 4.469 -31.970 2.724
H 1.304 -27.267 3.658
H 1.684 -28.552 4.880
H 0.401 -28.735 3.721
C 0.510 -24.517 1.857
C -0.954 -24.223 1.315
O -0.809 -23.536 0.070
C -1.851 -23.305 -0.718
O -3.033 -23.393 -0.428
O -1.294 -22.845 -1.904
C -2.204 -22.521 -2.998
H 1.128 -24.854 1.025
H 0.485 -25.368 2.538
H 0.954 -23.628 2.304
H -1.456 -23.569 2.028
H -1.600 -25.092 1.189
H -1.819 -22.935 -3.930
H -2.316 -21.438 -3.047
H -3.181 -22.933 -2.746
C 3.708 -23.212 -1.198
C 3.343 -24.161 -2.352
O 3.844 -23.701 -3.577
C 5.156 -23.959 -3.987
O 6.028 -24.602 -3.320
O 5.352 -23.537 -5.248
C 6.622 -23.700 -5.844
H 3.095 -22.311 -1.207
H 4.768 -22.956 -1.223
H 3.532 -23.751 -0.267
H 2.257 -24.213 -2.276
H 3.584 -25.220 -2.265
H 6.692 -23.089 -6.744
H 6.902 -24.731 -6.059
H 7.378 -23.413 -5.113
C -10.674 -24.152 1.486
C -9.570 -24.650 2.445
O -8.580 -23.656 2.669
C -7.346 -23.794 2.176
O -6.805 -24.844 1.787
O -6.711 -22.631 2.470
C -5.326 -22.515 2.186
H -11.205 -23.313 1.935
H -11.491 -24.842 1.275
H -10.341 -23.855 0.491
H -9.257 -25.619 2.058
H -9.926 -24.804 3.464
H -5.177 -22.344 1.120
H -4.749 -23.407 2.433
H -4.829 -21.766 2.802
C 3.257 -19.701 3.831
C 2.076 -20.563 3.450
O 0.870 -19.759 3.388
C -0.276 -20.496 3.429
O -0.395 -21.727 3.586
O -1.289 -19.636 3.236
C -2.726 -19.987 3.177
H 3.097 -19.103 4.728
H 3.465 -18.960 3.059
H 4.125 -20.316 4.068
H 2.116 -21.334 4.221
H 2.299 -21.021 2.487
H -3.176 -19.109 2.714
H -3.106 -20.043 4.197
H -2.802 -20.871 2.543
C -11.392 -23.444 -4.105
C -10.370 -22.811 -5.104
O -9.088 -23.288 -4.841
C -8.054 -22.734 -5.393
O -8.024 -21.773 -6.168
O -7.015 -23.349 -4.834
C -5.689 -22.919 -5.185
H -12.401 -23.083 -4.299
H -11.232 -23.124 -3.075
H -11.380 -24.533 -4.164
H -10.397 -21.721 -5.112
H -10.626 -23.041 -6.138
H -5.516 -21.844 -5.153
H -5.387 -23.317 -6.154
H -5.106 -23.392 -4.394

Output
Spin multiplicity: 2
Net charge: +1
<S²>: 0.763
Orbital gap (spin up / spin down) in eV: 9.53 / 1.86

# 2
A 4-piece molecular cluster, CH8O4 overall in a non-equilibrium geometry. Source: the Open Molecules 2025 dataset; level of theory: the ωB97M-V functional and the def2-TZVPD basis.

CARTESIAN COORDINATES (ANGSTROEM)
O 0.430 2.014 1.467
C 0.889 3.148 1.441
H 1.801 3.437 1.930
H 0.321 4.005 1.129
H -0.307 -0.953 -0.211
H 0.225 -0.670 -1.678
O 0.130 -1.333 -0.994
H -0.974 1.049 0.673
H -2.242 0.327 1.226
O -1.892 0.722 0.404
H 0.251 -3.192 -1.566
H 1.104 -4.507 -1.875
O 0.263 -4.048 -1.947

Output
Spin multiplicity: 2
Net charge: -1
<S²>: 0.753
Orbital gap (spin up / spin down) in eV: 3.26 / 6.85

# 3
One molecule with the formula C4H7NO. Source: the Open Molecules 2025 dataset; level of theory: the ωB97M-V functional and the def2-TZVPD basis.

CARTESIAN COORDINATES (ANGSTROEM)
C -0.912 -0.572 -1.555
C -0.271 -0.985 -0.249
O 0.191 -2.096 -0.082
N -0.258 -0.055 0.793
C 0.254 1.294 0.718
C 0.988 0.222 1.458
H -0.392 -1.114 -2.349
H -1.963 -0.875 -1.571
H -0.857 0.505 -1.739
H -0.308 2.037 1.282
H 0.668 1.645 -0.227
H 0.996 0.199 2.545
H 1.865 -0.205 0.975

Output
SMILES string: CC(=O)N1CC1
Net charge: 0
Orbital gap in eV: 10.70

# 4
A 4-piece molecular cluster, CH11N2O3 overall in a non-equilibrium geometry. Source: the Open Molecules 2025 dataset; level of theory: the ωB97M-V functional and the def2-TZVPD basis.

CARTESIAN COORDINATES (ANGSTROEM)
N -0.550 -0.464 0.817
C -1.302 0.554 1.185
N -2.628 0.463 1.182
H -1.010 -1.360 0.766
H 0.293 -0.331 0.244
H -0.921 1.555 1.354
H -3.159 1.293 1.386
H -2.882 -0.409 1.672
H 1.655 1.021 -0.958
H 1.726 -0.360 -1.598
O 1.816 0.087 -0.743
H -2.933 -2.604 2.947
H -4.189 -2.572 2.158
O -3.283 -2.203 2.128
H 6.232 2.282 -3.823
H 5.638 1.387 -4.810
O 5.497 1.659 -3.908

Output
Net charge: +1
Orbital gap in eV: 9.63

# 5
One molecule with the formula C5H9N3 in a non-equilibrium geometry. Source: the Open Molecules 2025 dataset; level of theory: the ωB97M-V functional and the def2-TZVPD basis.

CARTESIAN COORDINATES (ANGSTROEM)
C 2.055 -0.671 0.299
C -0.281 -1.260 -0.316
C -1.508 -0.478 -0.330
C -1.207 0.915 -0.386
C 0.335 1.004 -0.387
H 2.969 -0.761 -0.543
H 2.492 0.125 1.090
H 1.831 -1.466 1.037
H 0.044 -1.644 -1.256
H -0.242 -2.025 0.387
H -2.609 -0.637 -0.684
H -2.675 0.430 1.434
H -1.968 1.618 -0.963
H 0.545 2.824 -0.039
N 0.765 -0.303 -0.274
N -1.637 0.244 0.915
N 1.091 2.086 0.014

Output
SMILES string: [H]/N=C1\[C@@H]2N[C@@H]2CN1C
Net charge: 0
Orbital gap in eV: 9.02

Per-record DFT total energy, eV: -145869.53792 -9355.69106 -7798.04092 -10332.07439 -9796.64131